# C5H15NO2

A cluster of 4 separate species, C5H15NO2 in total (wB97M-V/def2-TZVPD, the OMol25 dataset).

The value obtained for the energy above the lowest of the compared OMol25 structures with the same formula, charge and spin is 7.768 eV. The total charge is +1. For the total energy, the calculation gives -10998.12108 eV. For the orbital gap (spin up / spin down), the calculation gives 0.329 / 0.149 hartree. The multiplicity is 2. For the LUMO energy (spin up / spin down), the calculation gives -5.55 / -7.69 eV. The expectation value of S² is 1.3540.

Each line ends with the Löwdin spin population.
Atoms and positions in Å:
C (0.328, -0.415, 1.328)  0.000
N (0.977, -0.475, -0.954)  0.460
C (0.271, 0.398, -0.014)  0.050
C (-2.582, -0.887, -1.342)  -0.301
C (-3.046, 0.246, -0.602)  -0.004
C (-2.985, 0.794, 0.709)  -0.206
H (-0.458, 0.141, 2.003)  -0.002
H (1.207, -0.420, 1.837)  0.000
H (0.047, -1.578, 1.197)  0.000
H (1.906, -0.883, -0.718)  0.014
H (0.847, 1.410, 0.013)  0.037
H (-0.811, 0.515, -0.260)  0.001
H (-1.976, -1.734, -0.978)  -0.021
H (-2.655, -0.712, -2.453)  -0.014
H (-3.618, 1.108, -1.193)  0.002
H (-2.905, 0.265, 1.571)  -0.012
H (-3.500, 1.786, 0.828)  -0.010
H (3.896, 1.770, 0.444)  0.001
H (0.854, -0.081, -1.890)  0.005
O (3.431, -1.162, 0.211)  0.775
H (4.223, -1.520, -0.063)  0.019
H (3.409, 0.228, 0.091)  0.019
O (3.138, 1.205, 0.236)  0.186

Atoms 1-3, force components in eV/Å:
C -4.9357 0.0136 -0.3616
N -1.2038 1.9118 -1.0447
C 1.7153 -1.5565 1.3403